Entry 1:
H18O9 | the ωB97M-V functional and the def2-TZVPD basis

Results
relative energy (zero: lowest compared OMol25 entry of this formula, charge and spin): 211.6 kJ/mol
LUMO level: -0.32 eV
SMILES string: O.O.O.O.O.O.O.O.O
E_HOMO: -10.644 eV
frontier orbital gap: 10.327 eV

Each line ends with the natural charge from an NBO analysis.
Geometry (Å):
O 20.19863 -7.93109 14.04438  -0.97
H 21.09125 -7.66057 13.79543  0.50
H 19.89328 -8.48425 13.31526  0.49
O 20.72356 -10.79013 15.08955  -0.95
H 20.61818 -9.83565 14.96523  0.48
H 19.85922 -11.15915 14.88090  0.47
O 22.13672 -9.96455 17.61404  -0.95
H 21.57776 -10.14588 16.84875  0.47
H 22.27095 -10.82574 18.01941  0.47
O 16.41706 -6.73148 16.99101  -0.97
H 16.35918 -5.92831 17.52349  0.50
H 15.94578 -7.39341 17.50918  0.48
O 18.73848 -5.27656 18.34627  -0.96
H 19.40304 -4.80527 17.83439  0.47
H 18.56292 -6.06088 17.81206  0.48
O 19.29536 -5.52708 15.48757  -0.96
H 18.39764 -5.21325 15.33934  0.47
H 19.36481 -6.34007 14.96912  0.48
O 18.57163 -11.41421 17.84057  -0.95
H 19.03366 -10.66038 17.44512  0.49
H 18.51700 -12.07135 17.14191  0.46
O 18.07989 -8.66690 19.72901  -0.94
H 17.32254 -9.04047 20.18885  0.46
H 18.10163 -9.12346 18.88092  0.48
O 18.58369 -8.72700 16.63055  -0.98
H 18.97688 -8.52442 15.77571  0.48
H 17.71282 -8.31091 16.59539  0.49

Cartesian forces, eV/Å:
0.0 -0.4 0.0
0.0 0.1 0.1
0.0 0.2 -0.1
-0.1 0.2 -0.1
0.0 -0.1 -0.1
0.0 0.0 0.1
0.0 0.1 0.0
0.1 -0.2 0.1
0.0 0.0 0.0
-0.2 -0.2 -0.1
0.2 0.0 0.0
-0.1 0.1 0.1
-0.2 0.1 0.0
0.0 -0.1 0.0
0.2 -0.1 0.1
0.0 0.0 -0.2
0.0 0.0 0.0
0.1 0.1 0.0
0.1 0.0 0.0
-0.1 0.0 0.0
0.0 0.0 0.0
-0.2 0.1 -0.1
0.1 -0.1 0.0
0.2 -0.1 0.0
-0.1 -0.2 -0.2
0.1 0.2 0.1
0.1 0.3 0.1



Entry 2:
H18O9 | the ωB97M-V functional and the def2-TZVPD basis

Results
relative energy (zero: lowest compared OMol25 entry of this formula, charge and spin): 304.2 kJ/mol
LUMO level: 0.05 eV
SMILES string: O.O.O.O.O.O.O.O.O
E_HOMO: -11.299 eV
frontier orbital gap: 11.349 eV

Each line ends with the natural charge from an NBO analysis.
Geometry (Å):
O -3.32577 3.56887 0.81686  -0.94
H -3.99178 4.18587 0.51358  0.47
H -2.66975 3.56207 0.11985  0.47
O 4.15633 -0.61567 -3.48582  -0.94
H 3.20561 -0.52611 -3.55177  0.47
H 4.31485 -0.81901 -2.56400  0.47
O 4.03570 1.24603 3.90948  -0.94
H 4.94777 1.52024 3.81376  0.47
H 3.53015 1.94507 3.49477  0.47
O 6.28233 -1.53495 0.47342  -0.94
H 5.90482 -2.37438 0.21060  0.47
H 5.75218 -1.25670 1.22025  0.47
O 0.60854 -0.51865 -0.39504  -0.94
H 0.64571 -1.01031 0.42539  0.47
H -0.32546 -0.45511 -0.59464  0.47
O 0.24552 -5.64674 5.19485  -0.93
H -0.63957 -5.77233 5.53702  0.47
H 0.11982 -5.17503 4.37150  0.47
O -5.80326 -0.81571 1.17768  -0.94
H -6.51866 -0.57478 0.58912  0.46
H -5.05640 -0.30181 0.87052  0.47
O -3.46284 -0.35629 -2.65420  -0.94
H -3.81988 0.46753 -2.98599  0.47
H -3.99721 -1.03368 -3.06871  0.47
O -1.37372 4.17292 -4.09638  -0.94
H -1.64743 4.75573 -4.80464  0.47
H -1.11760 3.36296 -4.53751  0.47

Cartesian forces, eV/Å:
0.0 -0.2 0.2
-0.2 0.2 0.0
0.2 0.0 -0.2
0.2 0.0 -0.2
-0.2 0.0 0.0
0.1 0.0 0.3
-0.1 -0.2 0.1
0.3 0.1 0.0
-0.2 0.2 -0.1
0.1 0.1 -0.1
0.0 -0.2 -0.1
-0.1 0.1 0.2
0.2 0.1 -0.1
0.0 -0.1 0.2
-0.3 0.0 -0.1
0.2 -0.1 0.1
-0.2 -0.1 0.1
0.0 0.1 -0.2
0.0 -0.2 0.2
-0.2 0.0 -0.1
0.2 0.2 -0.1
0.2 0.0 0.2
-0.1 0.3 -0.1
-0.1 -0.2 -0.1
-0.1 0.0 0.2
-0.1 0.2 -0.2
0.1 -0.2 -0.1



Entry 3:
H18O9 | the ωB97M-V functional and the def2-TZVPD basis

Results
relative energy (zero: lowest compared OMol25 entry of this formula, charge and spin): 222.3 kJ/mol
LUMO level: -0.04 eV
SMILES string: O.O.O.O.O.O.O.O.O
E_HOMO: -10.342 eV
frontier orbital gap: 10.301 eV

Each line ends with the natural charge from an NBO analysis.
Geometry (Å):
O 0.69996 -1.40125 -1.35285  -0.97
H 0.49731 -2.29577 -1.05139  0.49
H 1.06822 -1.51937 -2.23630  0.49
O 0.59619 1.65048 -3.03872  -0.98
H 1.07804 1.48050 -2.20725  0.50
H 1.13473 2.29443 -3.50923  0.48
O 2.17055 -0.93425 1.23515  -0.97
H 2.05090 -1.74508 1.74069  0.48
H 1.46586 -0.95476 0.57602  0.48
O -0.43318 -1.18025 3.29077  -0.95
H -1.16678 -0.59554 3.51314  0.48
H 0.02486 -1.32126 4.12672  0.48
O -0.89479 0.39359 0.29874  -0.97
H -0.25844 0.06264 -0.36494  0.50
H -0.43630 0.28330 1.14197  0.48
O 1.90379 1.09238 -0.45416  -0.97
H 2.40703 0.32029 -0.74505  0.48
H 2.17953 1.22750 0.46086  0.50
O -3.20687 -1.18850 0.11205  -0.97
H -2.36795 -0.67147 0.07035  0.49
H -2.94412 -2.07201 0.38616  0.45
O -1.33932 -0.45541 -3.45693  -0.95
H -0.67932 0.09356 -2.99861  0.49
H -0.91656 -0.70393 -4.28448  0.46
O -0.50353 2.72899 3.03579  -0.94
H -1.22446 3.32356 3.27186  0.47
H -0.90536 2.08761 2.43965  0.47

Cartesian forces, eV/Å:
0.3 -0.3 0.1
-0.2 0.1 -0.1
-0.2 0.1 0.0
0.4 -0.3 0.4
-0.2 0.4 -0.1
-0.1 0.0 0.0
0.0 -0.3 0.1
0.0 0.1 0.1
0.1 0.0 0.0
0.0 0.1 0.0
0.0 -0.1 0.0
0.0 0.1 -0.1
0.3 -0.2 0.0
-0.3 0.3 0.3
0.0 -0.1 -0.1
0.2 0.1 -0.4
0.0 0.1 0.2
0.0 0.0 -0.1
0.5 0.2 0.0
-0.6 -0.3 0.1
0.0 0.1 0.0
0.2 -0.2 0.2
-0.4 0.0 -0.5
0.0 0.2 0.0
-0.1 -0.1 0.1
0.1 0.0 -0.1
0.0 0.2 -0.1



Entry 4:
H18O9 | the ωB97M-V functional and the def2-TZVPD basis

Results
relative energy (zero: lowest compared OMol25 entry of this formula, charge and spin): 309.1 kJ/mol
LUMO level: -0.58 eV
SMILES string: O.O.O.O.O.O.O.O.O
E_HOMO: -10.952 eV
frontier orbital gap: 10.372 eV

Each line ends with the natural charge from an NBO analysis.
Geometry (Å):
O 1.33543 -0.85033 -0.33463  -0.94
H 0.48123 -0.61480 -0.71392  0.46
H 1.95808 -0.26093 -0.77498  0.48
O -0.22927 4.18422 1.11497  -0.94
H 0.44345 3.98071 1.77453  0.47
H -0.66710 3.33997 0.95833  0.47
O -1.57901 -0.73694 2.32018  -0.93
H -0.68120 -0.67084 1.97587  0.48
H -2.04517 -1.26245 1.66023  0.46
O -2.45382 -1.21028 -3.01014  -0.92
H -1.96122 -0.67796 -3.64494  0.47
H -1.77516 -1.72506 -2.55912  0.45
O -0.92389 2.24129 -0.98561  -0.96
H -1.72908 1.81186 -0.67538  0.48
H -1.00706 2.22993 -1.94579  0.47
O 1.34300 0.90927 3.82780  -0.94
H 1.58594 -0.00535 3.64492  0.47
H 1.33979 0.96313 4.79013  0.47
O -0.40552 -4.59040 0.72011  -0.93
H 0.22250 -4.41851 0.00946  0.47
H -1.12553 -3.97224 0.55140  0.46
O 5.18301 0.41366 -2.68234  -0.93
H 4.75178 0.98869 -2.04017  0.47
H 4.80256 0.67886 -3.52727  0.47
O -2.64057 -0.21595 -0.32667  -0.93
H -2.37095 0.13096 0.53121  0.48
H -1.85222 -0.66049 -0.65815  0.45

Cartesian forces, eV/Å:
-0.2 -0.1 -0.1
0.2 0.2 0.0
0.0 0.0 0.1
0.1 0.0 0.3
-0.1 0.0 0.0
0.1 0.1 -0.2
0.0 0.1 -0.3
0.2 0.0 0.2
-0.1 -0.3 0.3
0.3 0.0 0.0
-0.1 0.0 0.0
-0.1 -0.2 -0.2
0.1 -0.2 -0.1
-0.2 -0.1 -0.2
0.0 0.1 0.1
0.0 -0.1 0.0
0.0 0.1 0.0
-0.1 0.0 -0.1
0.0 0.2 -0.2
0.0 -0.1 0.1
0.0 -0.1 0.1
-0.2 0.1 0.0
0.1 0.0 0.0
0.1 0.0 0.0
0.1 0.1 0.1
0.0 0.1 0.3
-0.2 0.2 -0.2



Entry 5:
H18O9 | the ωB97M-V functional and the def2-TZVPD basis

Results
relative energy (zero: lowest compared OMol25 entry of this formula, charge and spin): 340.4 kJ/mol
LUMO level: -0.56 eV
SMILES string: O.O.O.O.O.O.O.O.O
E_HOMO: -10.764 eV
frontier orbital gap: 10.204 eV

Each line ends with the natural charge from an NBO analysis.
Geometry (Å):
O -0.78419 -0.64955 0.45461  -0.96
H -0.08762 0.00787 0.34702  0.47
H -1.38727 -0.25013 1.09160  0.50
O -4.64385 -0.10663 2.27209  -0.93
H -4.80227 -0.70668 1.53464  0.47
H -4.23945 -0.66474 2.94585  0.46
O -1.42527 -3.26636 -0.89973  -0.93
H -2.30762 -2.89584 -1.01445  0.47
H -1.21907 -3.09851 0.02671  0.46
O 2.51659 1.08867 1.93026  -0.91
H 3.27303 0.88214 1.36979  0.45
H 1.86755 0.41202 1.70691  0.45
O -0.23707 -1.16881 -1.96386  -0.95
H -0.08970 -1.55458 -1.09296  0.48
H 0.59132 -1.32294 -2.43184  0.46
O -2.82151 0.89699 -1.46338  -0.95
H -2.19106 0.32333 -1.01345  0.48
H -2.26779 1.52354 -1.94278  0.47
O -0.17950 3.86449 -0.37690  -0.94
H -0.02742 4.80769 -0.50437  0.47
H 0.08306 3.46914 -1.21579  0.47
O 2.23885 1.79636 -0.95520  -0.91
H 1.62926 1.22809 -0.47099  0.45
H 3.10322 1.39916 -0.79998  0.46
O 4.49602 -2.25400 0.51637  -0.93
H 4.96048 -2.29845 1.35975  0.47
H 3.95127 -1.46230 0.59008  0.45

Cartesian forces, eV/Å:
-0.1 0.3 0.8
-0.2 0.1 -0.1
-0.1 0.0 0.2
0.2 -0.2 0.0
-0.1 0.1 0.0
-0.1 0.1 0.0
-0.2 -0.5 0.5
0.1 0.0 -0.2
-0.1 -0.1 0.0
0.0 -0.3 -0.1
0.0 0.2 0.2
0.0 0.0 0.3
1.0 0.6 -0.4
-0.4 -0.3 -0.4
-0.2 0.0 -0.2
0.0 0.1 0.1
0.1 -0.1 -0.2
-0.1 -0.1 0.0
-0.1 0.0 -0.2
0.0 -0.1 0.1
0.1 0.0 0.1
0.0 -0.3 -0.2
0.1 0.3 -0.1
-0.1 0.2 -0.2
-0.1 0.2 0.1
0.0 -0.1 -0.1
0.1 -0.2 0.0



Entry 6:
H18O9 | the ωB97M-V functional and the def2-TZVPD basis

Results
relative energy (zero: lowest compared OMol25 entry of this formula, charge and spin): 225.7 kJ/mol
LUMO level: -0.17 eV
SMILES string: O.O.O.O.O.O.O.O.O
E_HOMO: -11.101 eV
frontier orbital gap: 10.933 eV

Each line ends with the natural charge from an NBO analysis.
Geometry (Å):
O -0.19615 3.11278 0.48081  -0.96
H 0.24885 2.89278 1.29981  0.46
H -0.11615 2.39978 -0.11219  0.48
O 2.76085 -2.20422 -0.01319  -0.98
H 2.24485 -2.55622 0.72981  0.50
H 2.49985 -2.58422 -0.85019  0.49
O -0.34715 -0.37922 0.73881  -1.03
H 0.55585 -0.13822 0.53281  0.48
H -0.86115 0.01178 0.03281  0.50
O 2.17485 0.42178 0.53181  -0.99
H 2.45485 -0.50522 0.46481  0.52
H 2.31085 0.78678 1.41381  0.50
O -2.39615 -2.24322 0.56681  -0.94
H -1.84015 -1.57922 0.92881  0.48
H -1.83115 -2.53622 -0.13619  0.46
O -1.71115 2.23478 -2.92419  -0.95
H -1.27915 1.59078 -2.33619  0.48
H -1.28115 3.06878 -2.64019  0.47
O -2.44115 1.04178 -0.34919  -0.99
H -2.58315 2.02178 -0.45719  0.51
H -2.84415 0.65778 0.43081  0.49
O 0.91385 -2.96122 2.19781  -0.92
H 0.51585 -3.40222 1.49881  0.46
H 0.32785 -2.24522 2.17381  0.48
O 0.75085 1.36978 -1.49519  -0.97
H 0.67085 0.51578 -1.93319  0.47
H 1.29785 1.20778 -0.77519  0.49

Cartesian forces, eV/Å:
-0.4 2.0 1.2
0.0 -0.2 0.0
0.2 -1.5 -1.1
0.4 0.6 0.5
-0.1 -0.4 -0.2
-0.3 -0.3 0.0
-0.4 -0.8 0.5
0.6 0.2 0.2
-0.6 0.6 -0.3
0.1 0.6 0.2
0.6 -0.3 0.0
0.2 -0.4 -0.1
-0.9 -0.8 0.0
0.8 1.1 0.9
0.1 -0.5 -0.8
0.6 0.5 0.7
-0.3 0.3 -0.3
-0.3 -0.6 -0.4
0.3 0.9 -1.0
-0.1 -1.7 0.7
-0.4 0.6 0.2
2.1 -0.1 1.2
-1.0 -2.4 -2.1
-1.3 2.5 0.7
-2.0 0.4 -2.6
0.0 0.1 -0.2
2.1 -0.5 2.1